Entry from OMol25: a molecular structure, C3H3LiO3Yb at a distorted geometry (ωB97M-V with the def2-TZVPD basis set).

Cartesian coordinates (Å):
Yb (0.97029, 1.65717, -0.11191)
O (2.21498, -0.17762, 0.05409)
O (-1.11773, -0.82050, -0.14723)
O (-2.35799, 0.98090, 0.48816)
C (0.79273, -1.94303, -0.51957)
C (1.99285, -1.38405, 0.13202)
C (-1.30674, 0.30789, 0.24238)
Li (-3.34255, -1.28111, -0.14367)
H (0.64982, -2.99603, -0.31853)
H (2.57220, -2.06096, 0.76006)
H (0.77679, -1.66837, -1.56825)

Charge ... +2
Multiplicity ... 3
Strongest force on any atom ... 4.88 eV/A
Orbital gap (alpha / beta) ... 8.11 / 8.38 eV
E_HOMO (alpha / beta) ... -16.5 / -17.9 eV

Löwdin population analysis, charges in e, atoms 1 to 4: 1.70, -0.17, -0.08, -0.01

=====

Entry from OMol25: 10 unconnected molecules or ions with the total composition C18H47N20O11 at a distorted geometry (ωB97M-V with the def2-TZVPD basis set).

Cartesian coordinates (Å):
O (-5.82865, 2.58178, -3.31404)
O (-1.86478, -3.73935, -1.97254)
O (1.50772, -5.37223, -6.23372)
O (2.16237, -3.57921, 1.65538)
O (10.18788, 4.05867, 6.56158)
O (-0.27586, 0.54385, 2.16129)
O (-2.81619, -5.16874, -6.12518)
O (5.99844, 3.94965, 3.85396)
O (-3.04260, 4.52371, 3.05304)
O (-3.99255, 1.70598, -4.28304)
O (1.04841, 3.14104, 4.81440)
N (-7.34264, -2.34243, -3.31804)
N (-1.54950, 0.48582, 4.04265)
N (3.22610, 3.66251, 4.45079)
N (-5.03406, -5.12565, -6.57403)
N (-5.14233, -0.14455, -1.24539)
N (0.36478, -3.48859, -2.30527)
N (2.02224, -3.23507, 3.88757)
N (11.72019, 2.41802, 6.86805)
N (1.11163, -5.11859, 2.94864)
N (12.36872, 4.48340, 6.12153)
N (2.04997, -4.10579, -8.03276)
N (-1.57444, 2.32599, 2.69428)
N (8.22799, 4.22236, 3.53835)
N (-0.11880, -4.19627, -7.28282)
N (-4.66147, 5.75746, 2.06015)
N (7.41212, 3.71752, 5.60968)
N (-2.50324, 5.83669, 1.28873)
N (-0.44026, -3.96336, -0.22149)
N (2.11561, 2.26685, 3.01348)
N (-4.14304, -3.77553, -4.93891)
C (7.13813, 3.96160, 4.30766)
C (-5.28265, 1.60655, -3.74290)
C (-3.86116, -0.07892, -1.50459)
C (2.06515, 3.03230, 4.13861)
C (1.79012, -3.95239, 2.75838)
C (-3.17737, -0.94069, -2.61985)
C (-2.94900, 0.92307, -0.71549)
C (-0.71980, -3.73169, -1.52635)
C (-5.99854, 0.22824, -3.64958)
C (11.35110, 3.67739, 6.51968)
C (-6.79235, -0.37205, -4.75147)
C (1.16792, -4.60998, -7.12256)
C (-3.38086, 5.31963, 2.19109)
C (-6.60615, -1.84576, -2.26042)
C (-3.92387, -4.72143, -5.89639)
C (-1.08251, 1.08634, 2.91728)
C (-5.89037, -0.55120, -2.38212)
C (-7.45174, -1.66784, -4.51842)
H (10.99228, 1.79312, 7.16861)
H (-8.07131, -2.09136, -5.34625)
H (12.66627, 2.08600, 6.84120)
H (0.20025, -3.31355, -3.28154)
H (-1.54552, 5.53728, 1.35652)
H (-3.47098, -0.58243, -3.65457)
H (3.01017, -4.38931, -7.94583)
H (-2.20538, 0.91190, 4.67040)
H (-0.41649, -3.56968, -8.00657)
H (-3.28966, 1.02291, 0.34515)
H (-6.88990, 0.14033, -5.73469)
H (-5.95462, -4.76999, -6.40067)
H (2.52066, -2.36722, 3.78541)
H (-1.20787, -0.43686, 4.24556)
H (1.79272, -3.47829, -8.77120)
H (6.63325, 3.52045, 6.21337)
H (-1.21670, -4.14667, 0.38916)
H (-1.25276, 2.80430, 1.87265)
H (2.93648, 2.16367, 2.44640)
H (13.32767, 4.19253, 6.07988)
H (0.79820, -5.44215, 3.84474)
H (-3.50595, -2.01335, -2.56777)
H (12.13215, 5.42405, 5.85659)
H (0.92237, -5.67778, 2.13488)
H (-0.80133, -4.54827, -6.62935)
H (3.22738, 4.23692, 5.27473)
H (8.34431, 3.72446, 5.99458)
H (4.07265, 3.58550, 3.90751)
H (-4.90691, -5.82319, -7.28740)
H (-2.23198, 2.78523, 3.29791)
H (1.27122, 1.78187, 2.74808)
H (-3.46933, 2.13314, -3.57680)
H (-1.89708, 0.54632, -0.80812)
H (-4.95949, 6.41089, 1.36012)
H (-5.04408, -3.39010, -4.72992)
H (-3.34002, -3.45670, -4.41945)
H (1.72668, -3.52188, 4.80192)
H (-6.55641, -2.42474, -1.31030)
H (9.16754, 4.23723, 3.89164)
H (1.30754, -3.47771, -1.96048)
H (-5.33777, 5.39708, 2.71069)
H (8.06838, 4.40939, 2.56414)
H (-2.06219, -0.83322, -2.57487)
H (0.49159, -3.95850, 0.15826)
H (-7.83118, -3.24129, -3.22680)
H (-2.97580, 1.92867, -1.22002)
H (-2.75882, 6.49185, 0.57362)

Charge ... +1
Strongest force on any atom ... 3.10 eV/A
Orbital gap ... 5.37 eV
E_HOMO ... -9.9 eV

Löwdin population analysis, charges in e, atoms 1 to 4: 0.18, -0.02, 0.02, 0.01

=====

Entry from OMol25: C4H10N2O in the gas phase at a distorted geometry (ωB97M-V with the def2-TZVPD basis set).

Cartesian coordinates (Å):
O (0.83826, 0.98937, -1.84591)
N (1.86549, -1.00142, -1.38226)
N (-1.17135, -1.52206, -0.52258)
C (-0.15646, 1.64683, 1.55805)
C (0.79935, -0.08556, -1.18915)
C (-0.22191, -0.60217, -0.03465)
C (-0.80707, 0.58394, 0.67688)
H (0.42682, 2.41844, 1.10685)
H (-1.24926, -2.38513, 0.12391)
H (0.56646, -1.02857, 0.66300)
H (1.68999, -1.95692, -1.22732)
H (-1.79803, -1.21032, -1.26084)
H (0.57369, 1.33156, 2.32333)
H (-1.70416, 0.18779, 1.28858)
H (-1.24613, 1.22281, -0.20037)
H (2.55594, -0.87154, -2.17619)
H (-0.96163, 2.28294, 2.09868)

Charge ... 0
Structure (SMILES) ... CC[C@@H](N)C(N)=O
Strongest force on any atom ... 4.11 eV/A
Orbital gap ... 9.92 eV
E_HOMO ... -9.1 eV

Löwdin population analysis, charges in e, atoms 1 to 4: 0.00, 0.11, 0.03, -0.13

=====

Entry from OMol25: a molecular structure, C18H46FNNbO6S at a distorted geometry (ωB97M-V with the def2-TZVPD basis set).

Cartesian coordinates (Å):
Nb (-3.02312, -2.33682, -1.32520)
S (-4.42343, -1.52816, 0.63289)
F (-4.11007, -2.56480, 1.92036)
O (2.15784, -3.00553, 1.21493)
O (5.54067, 2.04397, 3.15173)
O (-4.08505, -0.17908, 1.14058)
O (5.10582, -2.83917, 1.22431)
O (3.58407, 2.19409, 0.95742)
O (-5.86878, -1.72417, 0.34638)
N (-5.37253, 2.81920, -0.28181)
C (2.90804, -1.80661, 1.07916)
C (-4.94769, 2.60290, -2.75149)
C (-0.95001, -0.77852, 0.65200)
C (-1.45980, 0.52289, -1.57820)
C (-5.94306, 3.01096, -1.62355)
C (5.84828, 2.37899, 1.80517)
C (5.22208, 0.66980, 3.31020)
C (-5.26417, 1.19402, -3.37099)
C (4.24226, -2.05878, 0.40216)
C (2.56343, 2.41233, 1.92095)
C (1.07331, 1.02469, -1.20068)
C (-0.38854, 1.54418, -1.04527)
C (-1.31290, -0.88556, -0.89571)
C (-5.04133, 0.06162, -2.26902)
C (-4.04018, -0.99910, -2.85002)
C (2.19886, -3.52733, 2.53077)
C (4.68280, 3.07624, 1.12670)
C (5.15637, -4.19665, 0.82173)
H (5.66511, -4.76055, 1.60391)
H (4.80709, 0.53408, 4.30858)
H (4.99646, 3.39331, 0.12685)
H (-1.37777, -1.65249, 1.17079)
H (-6.29039, 1.17740, -3.78503)
H (-0.66360, 1.76924, 0.00113)
H (-6.90200, 2.47226, -1.77092)
H (-5.38550, 3.67641, 0.25512)
H (4.48221, 0.33901, 2.57774)
H (6.12749, 0.06080, 3.22042)
H (-4.34816, -3.58094, -1.64374)
H (2.31925, -1.13192, 0.45137)
H (4.74031, -1.09794, 0.23707)
H (-2.44714, 0.99138, -1.43708)
H (3.22198, -3.58658, 2.91199)
H (-5.91324, 2.16056, 0.26646)
H (1.85673, 1.58487, 1.86149)
H (1.59072, -2.90824, 3.19844)
H (-3.28333, -0.54199, -3.52395)
H (1.71205, 1.88351, -1.49271)
H (0.13704, -0.66790, 0.81519)
H (2.03237, 3.34273, 1.69561)
H (-4.63865, -1.67338, -3.51009)
H (4.38467, 3.96878, 1.68490)
H (-2.00564, -3.03053, -2.67979)
H (1.43564, 0.71337, -0.20521)
H (-4.65563, 0.59600, -1.38323)
H (1.18394, 0.22774, -1.95510)
H (-1.43529, 0.11560, 1.08921)
H (-1.24187, 0.38013, -2.65575)
H (3.05102, -1.32380, 2.05142)
H (-6.02577, -0.35669, -2.01040)
H (-0.55710, 2.48619, -1.61296)
H (-0.41177, -1.35491, -1.36401)
H (2.96674, 2.45455, 2.93542)
H (4.09682, -2.53492, -0.57179)
H (-4.96317, 3.32226, -3.59816)
H (-6.17537, 4.08926, -1.74725)
H (6.14814, 1.49034, 1.24173)
H (6.70144, 3.06451, 1.83303)
H (5.72772, -4.29171, -0.10800)
H (1.77731, -4.53184, 2.50636)
H (-3.92706, 2.64284, -2.32554)
H (-2.18280, -3.50350, -0.18998)
H (4.15706, -4.61487, 0.68305)
H (-4.54127, 1.08200, -4.20205)

Charge ... -1
Strongest force on any atom ... 3.76 eV/A
Orbital gap ... 6.53 eV
E_HOMO ... -4.9 eV

Löwdin population analysis, charges in e, atoms 1 to 4: 1.30, 0.46, -0.35, -0.18

=====

Entry from OMol25: 15 unconnected molecules or ions with the total composition C60H105N15 at a distorted geometry (ωB97M-V with the def2-TZVPD basis set).

Cartesian coordinates (Å):
N (3.09819, -1.86016, 5.34185)
N (2.81554, -4.39393, -0.92311)
N (0.31518, -3.55028, -4.96722)
N (2.79710, 4.56680, -1.73130)
N (3.71507, 0.77834, 1.60695)
N (1.70505, -0.19190, -1.19360)
N (-3.79993, -2.05506, -3.56761)
N (4.82212, -0.19068, -6.31667)
N (-1.34467, 2.58667, -3.07353)
N (3.79714, 4.41423, 4.44904)
N (-0.18958, -6.12703, 0.81952)
N (-5.23057, 2.17851, 1.57789)
N (-1.99113, 4.49810, -0.38386)
N (-4.28452, -2.39849, 1.75451)
N (-2.59887, -7.93774, 5.30563)
C (-2.12322, -2.69235, 4.59783)
C (4.65934, 0.65126, -5.53950)
C (-6.05203, -2.10482, -1.27867)
C (1.35082, 1.35644, 4.65739)
C (-3.35800, 2.13917, 4.98764)
C (2.14383, 1.54978, 5.89805)
C (-1.59696, 0.06881, -3.91638)
C (2.65876, 4.18055, 2.07651)
C (3.29429, -0.76044, 5.51061)
C (2.53857, -2.62338, 2.01811)
C (-0.53115, -7.88275, 3.72657)
C (2.18533, 5.48385, -2.04842)
C (-1.20069, -5.04334, -2.17348)
C (2.62536, -4.30972, 0.19595)
C (-3.97500, -2.73239, 2.82925)
C (3.65274, -3.81743, -4.55697)
C (4.96846, -1.20246, -1.04927)
C (-1.62993, -7.96450, 4.69205)
C (4.26500, -3.88386, -5.93559)
C (0.54268, -5.96299, 4.90249)
C (-4.45460, 5.41520, -2.43640)
C (5.97305, -1.94747, -0.18526)
C (4.37457, 1.69594, -4.55292)
C (-1.45530, 1.49029, -3.42621)
C (-0.25559, 1.64076, 0.87807)
C (-4.96033, -3.11137, -1.52632)
C (-3.55510, -3.20467, 4.14652)
C (3.41227, 0.70972, 5.82247)
C (1.31181, 0.85064, -0.87227)
C (-4.28046, 2.61793, 2.00006)
C (-4.27049, -2.64914, -2.70172)
C (-5.52458, -0.66679, -0.96694)
C (3.01946, 1.64202, -3.93948)
C (2.51947, -4.12208, 1.63485)
C (-1.71794, 0.14173, -5.44720)
C (3.32672, 4.36288, 3.38071)
C (-2.96233, 4.28468, -0.97169)
C (5.05232, 0.31170, -0.63592)
C (-2.96241, 0.91642, -5.92518)
C (4.36476, 0.55233, 0.67022)
C (0.71309, 2.04931, -0.23377)
C (2.70542, -2.61838, -4.36460)
C (-0.37304, -6.27667, -1.75619)
C (-4.21415, 4.09026, -1.67838)
C (1.34316, -3.10905, -4.73372)
C (1.42642, 5.08666, 1.95071)
C (-1.41561, 0.73546, 0.65087)
C (-0.30316, -6.29199, -0.30331)
C (-0.90922, 7.78836, -2.39657)
C (1.87246, 2.07949, -4.81451)
C (0.78043, -7.33918, 4.28833)
C (-0.02019, 6.59813, -1.93056)
C (1.17175, -1.93311, 1.97778)
C (-4.56923, 6.71230, -1.60114)
C (-3.06734, 3.19538, 2.63199)
C (-2.12619, -1.14516, 4.65833)
C (-2.45596, 2.37403, 3.75054)
C (-0.73238, -3.75111, -1.50967)
C (0.40452, 4.89172, 3.09448)
C (1.37859, 6.62832, -2.53646)
H (0.30725, -3.61770, -1.75776)
H (1.72420, 1.43668, 6.83997)
H (-5.35225, 5.33053, -3.03865)
H (-0.50016, 5.62590, -2.22459)
H (3.43545, -4.49417, 2.08472)
H (4.50132, -3.74917, -3.89224)
H (3.68710, -3.96607, -6.83591)
H (-0.92473, -7.33256, 2.87859)
H (2.64549, -2.19391, -3.35494)
H (0.29213, 1.55520, 4.78934)
H (1.06506, -8.10343, 5.02118)
H (-1.12015, -4.86865, -3.22794)
H (2.23512, 2.97561, -5.39528)
H (-4.49302, 7.54243, -2.34345)
H (1.62936, -4.68593, 2.06444)
H (1.75388, 2.04910, 3.89412)
H (-5.40125, -4.11039, -1.76084)
H (-0.43157, 5.59164, 3.03453)
H (1.89435, 7.56979, -2.28777)
H (2.30944, 3.13664, 2.08096)
H (0.23626, -6.01486, 5.94718)
H (-4.33697, -2.94481, 4.88147)
H (-2.88353, 1.47568, 5.74332)
H (-2.55027, -0.71438, 5.53731)
H (3.24477, -2.17303, 1.34172)
H (4.88808, -3.04302, -6.15753)
H (3.01058, -1.82708, -5.09978)
H (-2.48091, -0.34424, -3.44132)
H (-0.01748, 3.87317, 2.96031)
H (1.05812, 5.06980, 4.01038)
H (-0.78342, -0.58060, -3.60382)
H (3.94785, -1.55187, -0.94133)
H (2.47945, 2.59055, 5.84876)
H (0.61807, -2.31924, 1.05712)
H (-3.52691, -4.25459, 4.12687)
H (5.12922, 1.71007, -3.85067)
H (-1.88666, 0.94137, -0.36730)
H (3.24309, -4.80887, -4.27619)
H (-1.19018, -0.33080, 0.61683)
H (-2.36792, 1.34538, 3.37322)
H (-1.86872, -0.88545, -5.78147)
H (0.03691, 6.44049, -0.84434)
H (-6.32833, 0.10695, -1.04614)
H (4.01744, 1.08170, 4.93120)
H (-0.94514, -3.70257, -0.44202)
H (-4.92389, 3.72642, -1.00562)
H (0.97483, 2.29251, -4.18546)
H (-3.69727, 3.16175, 5.39361)
H (-6.68925, -2.15055, -2.16293)
H (-4.70029, -0.44588, -1.65008)
H (-4.29068, 1.69761, 4.64071)
H (-3.67288, 6.75670, -0.97976)
H (4.48471, 2.64618, -5.07369)
H (3.05574, -2.57329, 3.00510)
H (6.00760, -3.00280, -0.47550)
H (1.33561, 6.54436, -3.58237)
H (-0.72167, -7.19836, -2.11165)
H (7.03610, -1.66599, -0.29769)
H (5.20233, -1.24059, -2.12188)
H (5.79331, -2.03927, 0.89687)
H (-3.02017, 1.99320, -5.65468)
H (1.46887, 0.39590, 4.11176)
H (2.90504, 0.61847, -3.54085)
H (1.23077, -0.86316, 1.95868)
H (1.59741, -7.31364, 3.52652)
H (-0.79187, 0.59353, -5.70646)
H (-1.06434, -0.76039, 4.48506)
H (-0.42045, -8.88403, 3.39710)
H (1.51360, 2.63463, 0.13533)
H (0.35119, 1.26248, 1.70822)
H (-4.01883, 3.31015, -2.42289)
H (-1.28661, -2.92512, -1.97082)
H (1.54246, -5.51331, 4.91780)
H (-2.32964, 3.22003, 1.75358)
H (6.04531, 0.75060, -0.58437)
H (1.71937, 1.40538, -5.66977)
H (3.08174, 2.25132, -2.99110)
H (0.59834, -2.32296, 2.79871)
H (4.93645, -4.74367, -5.94254)
H (3.42306, 4.41237, 1.30678)
H (-0.94996, 7.73621, -3.54374)
H (1.75717, 6.09827, 1.92540)
H (0.98138, 4.85278, 0.94143)
H (-0.53162, 8.80835, -2.20395)
H (-1.54683, 2.83376, 3.96929)
H (-3.20889, 4.26767, 2.87910)
H (-0.22030, -5.43029, 4.35746)
H (-6.56365, -2.48553, -0.35541)
H (-1.41187, -2.94457, 3.78363)
H (-5.10156, -0.46153, 0.02079)
H (-5.51034, 6.67504, -0.98655)
H (-3.62093, 5.56495, -3.05433)
H (0.14364, 2.63375, -0.99206)
H (-3.80664, 0.48140, -5.44093)
H (-2.15122, 0.88976, 1.40112)
H (-0.60584, 2.66502, 1.22009)
H (-2.61570, -0.71660, 3.77930)
H (-2.28090, -5.23166, -1.95320)
H (0.62551, -6.20994, -2.21422)
H (-3.17560, 0.78514, -6.98638)
H (-1.79102, -3.27640, 5.45073)
H (4.51343, 0.96484, -1.38640)
H (3.97459, 0.65044, 6.74564)
H (-4.24941, -3.19589, -0.72313)
H (-1.93880, 7.72092, -2.01384)

Charge ... 0
Strongest force on any atom ... 3.63 eV/A
Orbital gap ... 11.54 eV
E_HOMO ... -11.1 eV

Löwdin population analysis, charges in e, atoms 1 to 4: 0.14, 0.17, 0.15, 0.16

=====

What is the strongest force on any atom in the second record?
3.10 eV/A

=====

Please write out number 1 again, unchanged.
Entry from OMol25: a molecular structure, C3H3LiO3Yb at a distorted geometry (ωB97M-V with the def2-TZVPD basis set).

Cartesian coordinates (Å):
Yb (0.97029, 1.65717, -0.11191)
O (2.21498, -0.17762, 0.05409)
O (-1.11773, -0.82050, -0.14723)
O (-2.35799, 0.98090, 0.48816)
C (0.79273, -1.94303, -0.51957)
C (1.99285, -1.38405, 0.13202)
C (-1.30674, 0.30789, 0.24238)
Li (-3.34255, -1.28111, -0.14367)
H (0.64982, -2.99603, -0.31853)
H (2.57220, -2.06096, 0.76006)
H (0.77679, -1.66837, -1.56825)

Charge ... +2
Multiplicity ... 3
Strongest force on any atom ... 4.88 eV/A
Orbital gap (alpha / beta) ... 8.11 / 8.38 eV
E_HOMO (alpha / beta) ... -16.5 / -17.9 eV

Löwdin population analysis, charges in e, atoms 1 to 4: 1.70, -0.17, -0.08, -0.01

=====

Which of these has the highest charge?
C3H3LiO3Yb

=====

Copy entry 1 word for word.
Entry from OMol25: a molecular structure, C3H3LiO3Yb at a distorted geometry (ωB97M-V with the def2-TZVPD basis set).

Cartesian coordinates (Å):
Yb (0.97029, 1.65717, -0.11191)
O (2.21498, -0.17762, 0.05409)
O (-1.11773, -0.82050, -0.14723)
O (-2.35799, 0.98090, 0.48816)
C (0.79273, -1.94303, -0.51957)
C (1.99285, -1.38405, 0.13202)
C (-1.30674, 0.30789, 0.24238)
Li (-3.34255, -1.28111, -0.14367)
H (0.64982, -2.99603, -0.31853)
H (2.57220, -2.06096, 0.76006)
H (0.77679, -1.66837, -1.56825)

Charge ... +2
Multiplicity ... 3
Strongest force on any atom ... 4.88 eV/A
Orbital gap (alpha / beta) ... 8.11 / 8.38 eV
E_HOMO (alpha / beta) ... -16.5 / -17.9 eV

Löwdin population analysis, charges in e, atoms 1 to 4: 1.70, -0.17, -0.08, -0.01